No. 1
C3H4N2O | ωB97M-V/def2-TZVPD

XYZ file:
```
10
Properties=species:S:1:pos:R:3:forces:R:3
N 1.733643 -0.132762 0.008402 -0.394 0.077 0.148
C 0.809719 0.731030 0.197589 0.355 0.157 -0.138
C -0.363842 1.282967 0.270371 0.288 -0.109 0.028
N -1.215572 0.264755 0.658043 -0.909 -0.035 -0.245
C -1.329583 -0.775952 -0.201574 -0.035 0.008 0.081
O -0.651283 -1.045390 -1.201306 0.078 0.091 0.316
H 1.600166 -0.778962 -0.770886 -0.046 0.049 -0.114
H 2.286062 -0.447952 0.795783 0.164 0.081 -0.120
H -0.687977 2.318750 0.157932 0.320 -0.262 0.084
H -2.181330 -1.416484 0.085648 0.178 -0.057 -0.039
```
Positions in Å, forces in eV/Å.

- lowest unoccupied orbital energy (eV) = 0.1
- 2S+1 = 1
- energy above the lowest of the compared OMol25 structures with the same formula, charge and spin (kJ/mol) = 348.7
- E_HOMO (Eh) = -0.3218
- HOMO-LUMO gap (eV) = 8.864

Atomic partial charges in e from the Löwdin method, atoms 1 to 5: 0.172, -0.034, -0.151, 0.017, -0.426

---

No. 2
C3H10OS2 | ωB97M-V/def2-TZVPD

XYZ file:
```
16
Properties=species:S:1:pos:R:3:forces:R:3
C 1.128002 2.600252 2.725613 -0.123 -0.393 0.056
C 1.967471 1.398336 3.072239 0.791 -0.970 -0.425
O 2.569687 0.842830 1.876210 0.177 0.285 0.135
H 0.556040 2.354449 1.836130 -0.072 0.026 -0.184
H 0.399447 2.843308 3.504548 0.337 0.203 0.052
H 1.798516 3.422504 2.487811 -0.236 0.292 0.094
H 1.450743 0.553398 3.513714 -0.671 0.109 0.049
H 2.771878 1.594164 3.773444 0.074 0.476 0.254
H 3.498986 1.103459 1.850282 -0.305 -0.053 -0.059
C -2.828805 -0.352368 -1.846983 0.841 0.354 -0.072
S -1.101145 -0.644334 -2.389027 -0.110 0.016 -0.189
S -0.295497 -1.783414 -0.906949 0.188 -0.387 0.187
H -3.023918 -0.950953 -0.965837 -0.187 -0.181 -0.069
H -3.448898 -0.608007 -2.701797 -0.215 -0.041 0.207
H -2.909803 0.701241 -1.595272 -0.259 0.032 0.007
H 0.575563 -0.936338 -0.326143 -0.231 0.231 -0.043
```
Positions in Å, forces in eV/Å.

- lowest unoccupied orbital energy (eV) = 0.7
- 2S+1 = 1
- energy above the lowest of the compared OMol25 structures with the same formula, charge and spin (kJ/mol) = 68.6
- SMILES = CCO.CSS
- E_HOMO (Eh) = -0.3192
- HOMO-LUMO gap (eV) = 9.414

Atomic partial charges in e from the Löwdin method, atoms 1 to 5: -0.087, -0.312, -0.104, 0.071, 0.076

---

No. 3
C4H12O | ωB97M-V/def2-TZVPD

XYZ file:
```
17
Properties=species:S:1:pos:R:3:forces:R:3
C -0.267160 2.331693 -3.680511 0.491 -1.328 0.235
C -1.627086 1.707480 -3.316007 -2.125 -0.528 1.650
H -0.049214 1.995569 -4.720326 -0.167 1.012 0.509
H -0.311172 3.403137 -3.505269 0.151 0.079 -0.571
H 0.642983 1.974363 -3.125171 -1.099 0.029 -0.091
H -1.943521 1.457374 -2.220486 1.626 -0.110 -1.451
H -1.966205 0.851978 -3.951712 0.676 0.536 0.580
H -2.460993 2.420833 -3.396255 0.448 0.309 -0.853
C 0.492206 -1.968927 3.354232 -0.253 1.179 0.032
O -0.409700 -1.149360 2.651468 0.378 -0.753 -0.003
C 1.887879 -1.927500 2.834966 0.505 1.720 0.477
H 0.112296 -3.025608 3.244060 -0.439 -0.011 0.240
H 0.406460 -1.646664 4.394392 -0.278 -0.601 0.539
H -1.240563 -0.940547 3.151881 0.370 -0.219 -0.083
H 2.613094 -2.330645 3.554150 -0.535 -0.633 -0.299
H 2.147783 -0.838615 2.897526 -0.089 -0.613 -0.655
H 1.972905 -2.314569 1.833055 0.340 -0.065 -0.256
```
Positions in Å, forces in eV/Å.

- lowest unoccupied orbital energy (spin up / spin down) (eV) = -4.2 / -10.6
- 2S+1 = 2
- energy above the lowest of the compared OMol25 structures with the same formula, charge and spin (kJ/mol) = 86.6
- E_HOMO (spin up / spin down) (Eh) = -0.4781 / -0.4781
- HOMO-LUMO gap (spin up / spin down) (eV) = 8.775 / 2.439
- net charge = +1

Atomic partial charges in e from the Löwdin method, atoms 1 to 5: -0.174, -0.206, 0.072, 0.055, 0.065

---

No. 4
C11H41N18O10Pd | ωB97M-V/def2-TZVPD

XYZ file:
```
81
Properties=species:S:1:pos:R:3:forces:R:3
Pd 12.183002 8.351716 10.552794 -0.427 0.511 0.037
C 11.826365 9.443229 14.613838 -0.553 1.287 0.822
C 12.262903 9.672124 13.198329 -0.079 -0.710 -0.351
O 11.271875 9.007147 12.403640 1.216 0.640 -0.276
H 11.498353 8.394235 14.625248 0.337 0.376 0.868
H 10.937835 10.107062 14.759809 0.332 -0.752 0.030
H 12.537274 9.820072 15.397254 -0.333 -0.881 -0.599
H 13.246499 9.204075 13.012999 -0.218 0.281 0.040
H 12.408630 10.760018 13.037192 -0.385 -0.266 -0.475
C 5.664731 10.663738 6.639857 0.620 -0.768 -1.453
O 6.798959 11.047006 6.883953 -0.352 0.419 0.340
N 4.887522 10.021701 7.564302 0.403 0.276 1.609
N 5.149013 10.723298 5.343642 0.321 -1.220 2.462
H 5.312164 9.925864 8.493089 -0.025 0.190 -0.729
H 4.228967 9.293098 7.394796 -0.338 -0.050 -0.735
H 5.544138 11.344450 4.716601 1.092 1.268 -1.093
H 4.188172 10.590277 5.249085 -1.596 -0.157 -0.223
C 13.128055 6.504107 12.868199 0.323 1.119 -2.880
O 13.050241 6.510682 11.583426 0.227 0.051 2.234
N 14.263517 7.018188 13.483303 -1.535 -1.282 2.008
N 12.162390 6.048096 13.642411 1.001 -0.334 1.695
H 14.722817 7.631254 12.913592 1.618 1.404 -2.310
H 14.189074 7.508594 14.381311 -0.512 -0.835 -0.241
H 12.465563 5.922572 14.618356 -1.034 -0.065 -0.747
H 11.267234 5.744717 13.295562 -0.154 -0.183 -0.070
C 9.793069 10.483369 9.870444 -1.759 0.239 2.225
O 10.916135 10.053444 9.647288 2.388 -0.705 -0.493
N 9.070162 10.896607 8.817248 0.942 -0.826 -1.342
N 9.265925 10.577471 11.151857 0.262 -0.180 -1.344
H 9.356190 10.382551 7.974912 -0.250 0.774 0.451
H 8.108110 11.111684 8.817084 -1.122 0.248 0.344
H 9.821130 10.058289 11.854905 0.014 0.232 -0.566
H 8.268041 10.366575 11.125276 0.229 0.165 0.353
C 8.395608 6.433171 13.572508 2.521 -0.535 -1.641
O 8.929896 5.450869 12.999768 -0.368 0.601 0.656
N 7.148052 6.313863 14.064511 -1.774 1.469 1.063
N 9.138647 7.619279 13.708264 -0.200 -1.949 -0.913
H 6.637193 7.110618 14.439570 0.750 0.007 -0.099
H 6.461107 5.581241 13.907230 1.314 -0.329 -0.389
H 9.966957 7.876575 13.053251 -1.320 -0.654 1.039
H 8.558052 8.381635 13.900562 -0.634 1.548 0.462
C 6.482743 8.185315 10.770910 -3.604 -0.771 -0.330
O 6.785248 9.357554 10.738730 -0.058 0.931 0.021
N 7.307431 7.171039 10.847928 2.715 -1.356 -0.101
N 5.129484 7.765250 10.694742 1.222 0.246 -0.125
H 8.314536 7.448816 10.783612 -1.048 -0.826 0.124
H 7.015175 6.179248 10.799791 0.551 1.393 0.067
H 4.404027 8.422766 10.837520 -0.382 0.587 0.099
H 4.866109 6.797943 10.657336 0.109 0.007 0.087
C 16.525747 10.620834 5.521835 -1.088 -1.002 0.842
O 16.504482 9.376579 5.602464 0.716 1.226 0.014
N 17.412143 11.418248 6.252263 -0.278 0.690 -1.215
N 15.498708 11.216368 4.818083 0.391 0.177 0.000
H 18.271468 10.973950 6.511416 0.037 -0.651 0.196
H 17.640378 12.379896 5.952127 -0.757 -0.877 -0.034
H 14.801654 10.578514 4.453700 0.417 0.084 0.159
H 15.122905 12.116198 5.052098 0.334 0.301 0.098
C 13.778030 8.241517 7.567305 -1.232 -1.054 1.499
O 12.695519 8.034530 8.245226 1.866 0.394 -0.570
N 15.007705 8.004911 8.103300 -1.277 0.217 -0.400
N 13.625187 8.615296 6.287446 3.455 -0.366 0.512
H 14.977232 7.817853 9.100975 0.412 0.081 -0.401
H 15.860558 8.126492 7.567862 -0.234 0.122 0.260
H 14.505312 8.703503 5.717206 -1.588 0.147 0.400
H 12.684923 8.766631 6.080072 -1.247 0.364 -1.123
C 10.128064 6.208575 9.678112 0.052 1.412 2.818
O 10.354661 7.223669 10.394275 -0.065 0.356 -0.289
N 9.439373 5.272735 10.311965 -0.059 -0.650 -1.811
N 10.467878 6.171632 8.415022 1.160 -2.226 -3.495
H 9.356473 5.340538 11.296140 -0.139 0.103 1.430
H 9.322310 4.409885 9.867473 -0.328 -1.401 -0.440
H 11.279123 6.684552 8.110634 0.147 1.315 0.499
H 10.570609 5.288676 7.869354 -0.930 0.596 1.195
C 14.318816 10.681200 10.367393 -0.939 -0.617 -0.897
O 14.227224 9.460494 10.571414 0.032 -0.361 0.502
N 13.394255 11.338929 9.659584 0.240 0.757 0.093
N 15.404590 11.394924 10.747071 0.198 0.825 0.814
H 12.543004 10.833811 9.440648 -0.390 0.261 -0.046
H 13.405311 12.357381 9.678120 -0.236 -0.634 -0.241
H 15.825721 10.984653 11.553449 0.596 -0.462 0.309
H 15.146743 12.341519 10.992611 0.293 0.238 -0.290
```
Positions in Å, forces in eV/Å.

- lowest unoccupied orbital energy (spin up / spin down) (eV) = -1.6 / -2.0
- 2S+1 = 3
- energy above the lowest of the compared OMol25 structures with the same formula, charge and spin (kJ/mol) = 0.0
- E_HOMO (spin up / spin down) (Eh) = -0.3826 / -0.3935
- HOMO-LUMO gap (spin up / spin down) (eV) = 8.855 / 8.679
- net charge = +1

Atomic partial charges in e from the Löwdin method, atoms 1 to 5: 1.122, -0.114, -0.402, -0.409, 0.044

---

No. 5
C3H3ClN2O | ωB97M-V/def2-TZVPD

XYZ file:
```
10
Properties=species:S:1:pos:R:3:forces:R:3
C -1.109566 -0.427323 -0.051547 -0.602 0.262 -0.913
C 0.109593 -0.524183 -0.842993 -0.854 -2.140 -2.421
C -1.004458 0.654872 2.152951 0.361 -1.521 -1.100
N -1.087386 0.379693 0.947651 -0.808 -1.211 0.997
N 1.257485 -0.241145 -0.402594 -0.805 0.496 0.350
O 2.259899 -0.341458 -1.353440 0.222 0.647 0.656
Cl -1.134547 2.144086 2.828196 -0.283 1.674 0.443
H -2.043917 -0.967321 -0.470224 1.467 1.273 1.138
H -0.057543 -1.006856 -1.892292 0.610 1.053 1.655
H 2.810441 0.329635 -0.915708 0.693 -0.534 -0.805
```
Positions in Å, forces in eV/Å.

- lowest unoccupied orbital energy (spin up / spin down) (eV) = -0.5 / -0.5
- 2S+1 = 1
- energy above the lowest of the compared OMol25 structures with the same formula, charge and spin (kJ/mol) = 456.3
- E_HOMO (spin up / spin down) (Eh) = -0.2974 / -0.2975
- HOMO-LUMO gap (spin up / spin down) (eV) = 7.611 / 7.614

Atomic partial charges in e from the Löwdin method, atoms 1 to 5: -0.131, -0.180, -0.603, -0.045, -0.031

---

No. 6
C3H10N2S | ωB97M-V/def2-TZVPD

XYZ file:
```
16
Properties=species:S:1:pos:R:3:forces:R:3
H -0.291007 -1.924942 1.899870 0.074 -0.624 -0.980
N 0.649702 -2.135446 2.188654 2.365 -1.834 -0.269
C 1.362941 -3.166949 1.775905 -2.345 2.301 3.015
N 2.486031 -3.507427 2.508128 0.742 -1.660 -1.586
H 1.045091 -3.961537 1.076242 0.329 0.564 -0.025
H 2.982734 -4.331329 2.181504 -0.259 0.374 -0.006
H 2.938703 -3.134704 3.326675 -0.910 0.884 -0.155
C -0.237912 1.689641 -2.074677 -2.961 -3.516 1.273
S -1.437982 2.800739 -2.819171 0.754 -0.383 -0.570
C -2.267371 3.328152 -1.362347 1.217 -0.057 3.294
H -0.518824 0.583291 -2.332897 0.001 1.801 0.517
H -0.193326 1.687476 -0.970547 -0.476 0.458 -0.441
H 0.736491 1.648223 -2.343922 3.071 1.092 -1.487
H -3.122234 3.887156 -1.663013 -0.850 0.220 -0.132
H -2.543201 2.468535 -0.606473 0.346 1.583 -1.695
H -1.589836 4.069122 -0.783932 -1.098 -1.204 -0.753
```
Positions in Å, forces in eV/Å.

- lowest unoccupied orbital energy (eV) = 0.9
- 2S+1 = 1
- energy above the lowest of the compared OMol25 structures with the same formula, charge and spin (kJ/mol) = 155.6
- SMILES = [H]/N=C/N.CSC
- E_HOMO (Eh) = -0.3063
- HOMO-LUMO gap (eV) = 9.252

Atomic partial charges in e from the Löwdin method, atoms 1 to 5: 0.008, 0.025, -0.353, 0.042, 0.111